No. 1
C5H13NO in the gas phase, computed with ωB97M-V/def2-TZVPD.

Calculated values
E_LUMO: 0.89 eV
relative energy (zero: lowest compared OMol25 entry of this formula, charge and spin): 3.110 eV
orbital gap: 8.5 eV

Structure (ORCA input):
```
! RIJCOSX wB97M-V def2-TZVPD def2/J DEFGRID3
* xyz 0 1
C -0.72 -0.80 0.60
C 0.22 -0.69 -0.53
C 1.66 1.52 0.10
C -0.52 1.89 -0.91
C -0.95 -2.54 0.28
N 0.52 0.94 -0.58
O -0.28 -0.68 1.90
H 0.40 0.01 1.95
H -1.71 -0.36 0.47
H -0.24 -0.87 -1.50
H 1.19 -1.15 -0.36
H -0.13 2.68 -1.58
H -1.34 1.40 -1.45
H 2.42 0.76 0.31
H 2.15 2.29 -0.52
H 1.40 1.97 1.06
H -0.94 2.38 -0.02
H -0.09 -3.15 0.01
H -1.74 -2.64 -0.47
H -1.29 -2.94 1.23
*
```

***

No. 2
A molecular structure, C9H7ClFN3PtS, computed with ωB97M-V/def2-TZVPD.

Calculated values
E_LUMO: -11.56 eV
orbital gap: 3.3 eV

Structure (ORCA input):
```
! RIJCOSX wB97M-V def2-TZVPD def2/J DEFGRID3
* xyz 2 1
C 2.35 0.09 1.02
C 1.59 1.32 0.35
C 2.39 2.16 -0.79
N 0.34 1.74 0.62
C -0.65 0.73 0.50
C -1.88 0.82 1.52
F -1.98 1.81 2.52
C -3.07 -0.21 1.47
Cl -4.51 -0.09 2.59
C -3.08 -1.37 0.40
C -1.89 -1.50 -0.62
N -1.66 -2.43 -1.69
S -0.20 -2.07 -2.49
N 0.25 -0.69 -1.58
C -0.71 -0.44 -0.55
H 3.34 -0.04 0.44
H 1.75 -0.88 0.80
H 2.56 0.20 2.14
H 3.31 2.69 -0.39
H 2.66 1.41 -1.63
H 1.64 2.89 -1.28
H -3.93 -2.14 0.28
Pt 1.37 -3.96 -3.63
*
```

***

No. 3
A molecular structure, C26H20F6LaNO4S4, computed with ωB97M-V/def2-TZVPD.

Calculated values
E_LUMO: 4.23 eV
relative energy (zero: lowest compared OMol25 entry of this formula, charge and spin): 0.312 eV
orbital gap: 5.6 eV

Structure (ORCA input):
```
! RIJCOSX wB97M-V def2-TZVPD def2/J DEFGRID3
* xyz -2 1
La 1.48 0.44 -0.28
C -5.74 -0.24 0.16
O -5.51 0.91 0.95
C -4.20 1.31 1.08
C -4.02 2.49 1.83
C -2.75 2.97 1.98
C -1.62 2.33 1.44
C -0.30 2.93 1.61
C -0.17 4.22 2.39
O 0.75 2.47 1.16
C -1.81 1.11 0.71
O -0.85 0.44 0.22
C -3.14 0.64 0.53
H -6.82 -0.38 0.14
H -5.27 -1.12 0.59
H -5.37 -0.10 -0.86
H -4.89 2.99 2.25
H -2.62 3.88 2.55
H -0.78 5.02 1.96
H 0.87 4.51 2.38
H -0.50 4.08 3.43
H -3.25 -0.26 -0.05
S 0.93 2.25 -2.43
C -0.19 1.40 -3.51
C -0.94 2.17 -4.41
C -1.84 1.61 -5.30
C -2.01 0.23 -5.32
C -1.27 -0.55 -4.44
C -0.36 -0.01 -3.53
S 0.53 -1.14 -2.50
H -0.80 3.24 -4.38
H -2.40 2.25 -5.97
H -2.71 -0.24 -6.00
H -1.40 -1.63 -4.44
S 3.30 0.75 2.58
C 2.14 -0.45 2.90
N 1.22 -0.87 2.06
C 0.40 -1.84 2.61
C -0.67 -2.44 1.94
C -1.41 -3.41 2.60
C -1.09 -3.79 3.90
C -0.03 -3.20 4.57
C 0.71 -2.22 3.92
S 2.08 -1.29 4.46
H -0.91 -2.11 0.93
H -2.24 -3.87 2.09
H -1.68 -4.55 4.40
H 0.21 -3.50 5.59
C 4.35 -1.25 -2.72
C 4.50 -0.90 -1.24
O 3.67 0.09 -0.85
C 4.16 -2.16 -0.39
F 4.59 -3.33 -0.93
F 2.81 -2.26 -0.28
F 4.64 -2.13 0.86
C 5.97 -0.50 -0.97
F 6.37 0.46 -1.83
F 6.83 -1.54 -1.13
F 6.18 -0.01 0.26
H 3.33 -1.60 -2.90
H 5.07 -2.01 -3.05
H 4.48 -0.33 -3.29
*
```

***

No. 4
A molecular structure, C36H44BrN15O6PrSe, computed with ωB97M-V/def2-TZVPD.

Calculated values
E_LUMO (alpha / beta): -2.52 / -2.52 eV
orbital gap (alpha / beta): 7.3 / 7.3 eV
⟨S²⟩: 2.001

Structure (ORCA input):
```
! RIJCOSX wB97M-V def2-TZVPD def2/J DEFGRID3
* xyz 1 3
Pr 0.41 -1.54 -0.92
C -4.10 -4.97 -2.98
C -3.41 -3.66 -3.23
C -3.72 -2.84 -4.31
C -2.96 -1.70 -4.54
C -1.92 -1.43 -3.68
Br -0.75 0.03 -4.05
N -1.63 -2.16 -2.61
C -2.36 -3.26 -2.40
H -4.90 -5.15 -3.70
H -4.51 -5.02 -1.97
H -3.37 -5.78 -3.06
H -4.52 -3.10 -4.98
H -3.15 -1.05 -5.39
H -2.07 -3.87 -1.56
N 3.21 0.64 0.44
C 3.70 0.18 -0.73
N 4.95 0.51 -1.01
C 5.43 0.02 -2.15
N 6.69 0.32 -2.48
N 4.74 -0.76 -2.99
C 3.50 -1.03 -2.63
N 2.90 -0.58 -1.52
C 2.76 -1.94 -3.55
C 3.46 -2.48 -4.62
C 2.83 -3.36 -5.48
C 1.51 -3.69 -5.21
C 0.89 -3.11 -4.13
N 1.47 -2.22 -3.31
H 3.77 1.36 0.88
H 2.21 0.69 0.52
H 7.25 0.87 -1.85
H 7.09 -0.05 -3.32
H 4.49 -2.20 -4.76
H 3.35 -3.78 -6.33
H 0.97 -4.39 -5.83
H -0.12 -3.39 -3.89
N 1.93 0.51 4.58
N 1.86 -0.32 3.48
N 2.66 -1.34 3.31
C 2.19 -1.85 2.17
N 1.15 -1.13 1.71
N 0.94 -0.17 2.58
H 2.73 0.25 5.13
H 1.96 1.48 4.29
H 2.60 -2.71 1.69
O 1.90 -3.07 -0.49
Se 0.68 -4.18 -0.36
O 0.28 -4.69 -1.83
O -0.59 -3.20 0.12
O 0.96 -5.29 0.73
C 1.41 4.62 5.00
C 1.99 4.45 3.62
C 3.33 4.73 3.42
C 3.91 4.58 2.17
C 3.14 4.15 1.10
C 1.78 3.87 1.28
N 1.11 3.35 0.16
C -0.19 3.57 -0.27
C -0.73 4.86 -0.18
C -2.00 5.13 -0.63
C -2.78 4.13 -1.19
C -2.27 2.85 -1.29
C -0.98 2.54 -0.83
C -0.57 1.12 -0.88
O -1.42 0.23 -1.13
O 0.63 0.77 -0.62
C 1.19 4.00 2.55
C -0.25 3.63 2.79
H 2.18 4.94 5.70
H 0.98 3.69 5.38
H 0.61 5.37 5.00
H 3.93 5.07 4.25
H 4.96 4.81 2.02
H 3.57 4.05 0.12
H 1.56 2.57 -0.29
H -0.10 5.65 0.22
H -2.39 6.14 -0.55
H -3.78 4.35 -1.56
H -2.85 2.05 -1.72
H -0.91 4.47 2.55
H -0.42 3.36 3.83
H -0.55 2.80 2.16
C -3.47 -2.21 3.14
C -2.13 -2.16 2.39
N -2.18 -1.14 1.34
C -2.26 0.19 1.94
C -3.43 0.24 2.96
N -4.25 -0.99 2.74
C -4.64 -1.09 1.30
C -3.35 -1.37 0.50
H -3.35 -2.20 4.23
H -4.06 -3.09 2.88
H -1.89 -3.11 1.93
H -1.31 -1.92 3.06
H -2.42 0.92 1.15
H -1.32 0.42 2.43
H -4.07 1.11 2.82
H -3.08 0.23 3.99
H -5.10 -0.93 3.31
H -5.10 -0.15 1.02
H -5.38 -1.89 1.19
H -3.29 -0.72 -0.37
H -3.30 -2.40 0.15
*
```

***

No. 5
5 unconnected molecules or ions with the total composition C2H14O5, computed with ωB97M-V/def2-TZVPD.

Calculated values
E_LUMO: 0.53 eV
relative energy (zero: lowest compared OMol25 entry of this formula, charge and spin): 1.658 eV
orbital gap: 11.0 eV

Structure (ORCA input):
```
! RIJCOSX wB97M-V def2-TZVPD def2/J DEFGRID3
* xyz 0 1
C 0.24 1.35 -1.49
O 0.60 -0.04 -1.61
C 1.43 2.40 -1.16
H -0.63 1.53 -0.80
H -0.23 1.57 -2.42
H 1.58 0.08 -1.67
H 1.52 2.46 -0.06
H 1.10 3.45 -1.34
H 2.37 2.21 -1.66
H -0.97 -0.13 0.89
H -1.31 0.92 1.87
O -0.86 0.13 1.82
H 1.15 -2.24 1.51
H 0.34 -1.94 0.22
O 1.21 -1.82 0.61
H -0.33 -1.81 2.80
H -1.05 -2.52 3.92
O -0.16 -2.61 3.45
H -1.26 -1.01 -1.74
H -2.64 -1.18 -1.87
O -2.07 -0.79 -1.27
*
```

***

No. 6
C9H13N5O in the gas phase, computed with ωB97M-V/def2-TZVPD.

Calculated values
E_LUMO: 0.51 eV
relative energy (zero: lowest compared OMol25 entry of this formula, charge and spin): 0.000 eV
orbital gap: 8.9 eV

Structure (ORCA input):
```
! RIJCOSX wB97M-V def2-TZVPD def2/J DEFGRID3
* xyz 0 1
C -0.51 -0.82 -2.23
H -1.46 -1.34 -2.12
O -0.63 0.39 -1.54
C 0.53 1.19 -1.58
C 0.29 2.45 -0.76
H 1.08 3.17 -0.99
H -0.67 2.87 -1.07
C 0.28 2.22 0.76
N -0.81 1.40 1.23
C -0.87 0.04 1.16
N -2.10 -0.47 1.16
C -2.27 -1.78 1.11
N -1.34 -2.72 1.05
C -0.10 -2.24 1.10
N 1.06 -2.96 1.08
C 2.01 -2.09 1.16
N 1.58 -0.80 1.22
C 0.20 -0.86 1.18
H 2.16 0.01 1.33
H 3.06 -2.34 1.18
H -3.29 -2.12 1.10
H -1.73 1.81 1.09
H 0.19 3.19 1.25
H 1.22 1.77 1.07
H 0.76 1.46 -2.62
H 1.39 0.62 -1.19
H -0.31 -0.65 -3.30
H 0.29 -1.44 -1.82
*
```

***

No. 7
14 unconnected molecules or ions with the total composition H26IO13, computed with ωB97M-V/def2-TZVPD.

Calculated values
E_LUMO: 2.37 eV
orbital gap: 8.0 eV

Structure (ORCA input):
```
! RIJCOSX wB97M-V def2-TZVPD def2/J DEFGRID3
* xyz -1 1
I 9.95 0.14 22.34
O 11.58 3.56 21.91
H 11.47 2.66 21.60
H 11.97 3.47 22.78
O 13.32 0.01 19.03
H 13.67 0.00 19.92
H 12.76 0.79 19.00
O 13.46 -0.27 24.87
H 13.17 0.40 25.49
H 13.47 0.17 24.02
O 7.93 0.76 25.74
H 8.35 0.62 24.90
H 7.29 0.06 25.81
O 10.08 1.51 27.14
H 10.40 0.61 27.04
H 10.87 2.04 27.05
O 9.39 2.91 24.95
H 10.10 3.52 24.73
H 9.12 2.53 24.12
O 8.52 1.72 19.20
H 8.49 0.83 19.56
H 8.36 2.29 19.94
O 9.29 0.83 16.75
H 9.72 0.26 17.39
H 9.23 0.29 15.96
O 11.99 -2.71 23.40
H 11.87 -3.45 22.80
H 11.64 -1.96 22.92
O 10.02 -0.59 18.67
H 10.45 -0.48 19.52
H 9.49 -1.38 18.77
O 7.30 -2.70 23.22
H 7.49 -3.27 23.96
H 8.12 -2.22 23.08
O 6.54 -1.39 20.85
H 6.14 -1.01 20.07
H 7.30 -0.83 21.03
O 6.86 3.14 20.81
H 6.99 4.03 21.14
H 5.91 3.02 20.84
*
```

***

No. 8
2 unconnected molecules or ions with the total composition C2H7B, computed with ωB97M-V/def2-TZVPD.

Calculated values
E_LUMO: -0.27 eV
relative energy (zero: lowest compared OMol25 entry of this formula, charge and spin): 2.216 eV
orbital gap: 10.2 eV

Structure (ORCA input):
```
! RIJCOSX wB97M-V def2-TZVPD def2/J DEFGRID3
* xyz 0 1
B -0.15 0.44 0.17
C -1.48 -0.27 0.04
C 1.35 -0.23 0.07
H -0.20 1.47 0.77
H -0.95 0.94 -1.25
H -2.45 0.04 0.43
H -1.46 -1.28 -0.33
H 1.68 -0.82 -0.94
H 1.49 -0.81 0.99
H 2.16 0.52 0.05
*
```